1.
Below is a molecular structure, C23H25Br2N2O5PPt, with properties calculated with wB97M-V/def2-TZVPD.

Last column: Löwdin charge in e.
Geometry (Å):
Pt -0.178 -1.230 0.094  0.917
C -1.238 -2.084 2.911  -0.010
C 0.224 -1.975 3.175  -0.247
C 0.746 -2.026 4.469  0.054
C 2.099 -1.885 4.666  0.038
C 2.932 -1.698 3.553  -0.165
C 4.362 -1.540 3.629  -0.526
Br 5.200 -1.563 5.252  1.091
C 5.190 -1.363 2.501  -0.135
C 4.651 -1.328 1.251  -0.553
Br 5.671 -1.108 -0.242  1.067
C 3.161 -1.458 1.053  -0.308
O 2.659 -1.393 -0.030  0.119
C 2.328 -1.663 2.292  -0.111
N 1.026 -1.801 2.107  0.098
H -1.779 -2.497 3.760  0.104
H -1.421 -2.727 2.044  0.070
H -1.629 -1.085 2.697  0.104
H 0.081 -2.173 5.308  0.142
H 2.512 -1.919 5.664  0.107
H 6.257 -1.257 2.643  0.119
C -2.488 -3.732 -0.828  -0.133
C -3.117 -2.340 -0.751  -0.367
P -1.951 -1.036 -1.224  0.831
C -1.485 -1.251 -2.960  -0.354
C -2.628 -1.091 -3.964  -0.110
C -2.743 0.586 -1.017  -0.345
C -4.258 0.592 -1.244  -0.115
H -3.178 -4.481 -0.447  0.088
H -1.564 -3.802 -0.242  0.049
H -2.238 -4.003 -1.854  0.078
H -3.459 -2.111 0.262  0.089
H -3.997 -2.272 -1.396  0.095
H -1.018 -2.236 -3.035  0.087
H -0.694 -0.520 -3.141  0.084
H -3.449 -1.780 -3.766  0.077
H -2.261 -1.300 -4.967  0.088
H -3.022 -0.075 -3.966  0.074
H -2.232 1.261 -1.709  0.098
H -2.504 0.932 -0.009  0.084
H -4.533 0.211 -2.226  0.067
H -4.627 1.614 -1.171  0.089
H -4.777 0.002 -0.490  0.076
O 0.141 1.337 1.228  0.040
C 0.407 1.458 0.048  -0.566
O 0.346 0.427 -0.807  -0.263
C 0.827 2.725 -0.608  -0.136
C 1.191 2.770 -1.952  0.005
C 1.578 3.973 -2.518  0.026
C 1.590 5.101 -1.719  -0.117
C 1.232 5.083 -0.384  0.030
C 0.846 3.877 0.174  0.015
N 2.009 6.390 -2.323  -0.347
O 2.087 7.344 -1.583  0.104
O 2.255 6.387 -3.508  0.102
H 1.180 1.870 -2.549  0.117
H 1.866 4.052 -3.556  0.128
H 1.258 5.998 0.189  0.129
H 0.555 3.816 1.214  0.126

Results
Orbital gap = 4.58 eV
HOMO = -14.259 eV
Net charge = +2
Energy relative to the best compared isomer or geometry (same formula, charge and spin) = 1.4 kcal/mol

***

2.
Below is C23H25Cl2N3O7 in the gas phase, with properties calculated with wB97M-V/def2-TZVPD.

Last column: Löwdin charge in e.
Geometry (Å):
C -1.719 -1.638 4.592  -0.058
C -0.904 -0.844 3.584  -0.245
O -1.527 -0.993 2.320  -0.034
C -0.977 -0.367 1.250  -0.197
C 0.149 0.430 1.279  0.049
C 0.635 1.014 0.105  -0.126
C 1.940 1.700 0.182  -0.444
O 2.523 1.948 1.212  0.132
O 2.462 1.912 -1.034  0.010
C 3.842 2.272 -1.108  -0.246
C 4.039 3.770 -0.906  -0.011
C 4.714 1.496 -0.115  -0.417
O 5.658 1.994 0.442  0.111
N 4.412 0.168 0.109  0.149
C 3.430 -0.626 -0.444  -0.338
N 3.165 -0.504 -1.736  0.158
C 2.199 -1.211 -2.285  -0.145
C 1.432 -2.110 -1.558  -0.658
Cl 0.139 -2.966 -2.293  0.726
C 1.717 -2.302 -0.211  -0.103
C 2.734 -1.557 0.352  -0.575
Cl 3.113 -1.731 2.023  0.754
C -0.038 0.831 -1.092  -0.007
C -1.180 0.048 -1.132  -0.004
C -1.642 -0.577 0.016  -0.195
O -2.715 -1.407 0.084  -0.041
C -3.512 -1.587 -1.066  -0.076
C -4.193 -0.312 -1.583  -0.444
O -4.128 -0.022 -2.765  0.056
N -4.870 0.434 -0.692  -0.036
C -5.008 0.216 0.732  -0.100
C -4.340 1.381 1.477  -0.171
O -4.888 2.617 1.085  -0.124
C -4.737 2.824 -0.302  -0.176
C -5.423 1.712 -1.101  -0.100
H -1.756 -2.683 4.298  0.079
H -2.734 -1.254 4.634  0.075
H -1.266 -1.559 5.576  0.078
H 0.126 -1.224 3.542  0.116
H -0.875 0.216 3.867  0.130
H 0.696 0.609 2.190  0.118
H 4.136 1.969 -2.120  0.160
H 5.090 4.015 -1.021  0.087
H 3.450 4.321 -1.633  0.086
H 3.727 4.046 0.099  0.090
H 4.851 -0.197 0.949  0.128
H 2.034 -1.047 -3.339  0.119
H 1.149 -3.001 0.384  0.117
H 0.329 1.296 -1.992  0.126
H -1.695 -0.079 -2.070  0.112
H -2.927 -2.003 -1.895  0.124
H -4.275 -2.317 -0.777  0.145
H -4.558 -0.723 1.041  0.122
H -6.078 0.208 0.973  0.136
H -4.512 1.296 2.551  0.131
H -3.258 1.367 1.279  0.123
H -5.192 3.791 -0.518  0.128
H -3.668 2.854 -0.564  0.132
H -5.250 1.834 -2.171  0.125
H -6.498 1.717 -0.896  0.135

Results
Orbital gap = 8.94 eV
SMILES string = CCOc1cc(C(=O)O[C@@H](C)C(=O)Nc2ncc(Cl)cc2Cl)ccc1OCC(=O)N1CCOCC1
HOMO = -8.647 eV
Net charge = 0
Energy relative to the best compared isomer or geometry (same formula, charge and spin) = 0.0 kcal/mol